Record 1
{
  "formula": "C21H19N5O2S",
  "method": "wB97M-V/def2-TZVPD",
  "smiles": "O=C1CN(C(=O)CSc2nnc(C3CC3)n2-c2ccccc2)c2ccccc2N1",
  "de_lowest_kcal_mol": 40.2,
  "charge": 0,
  "orbital_gap_ha": 0.3279,
  "energy_ev": -44466.5535,
  "homo_ev": -8.27,
  "elements": ["O", "C", "C", "N", "C", "O", "C", "S", "C", "N", "N", "C", "C", "C", "C", "N", "C", "C", "C", "C", "C", "C", "C", "C", "C", "C", "C", "C", "N", "H", "H", "H", "H", "H", "H", "H", "H", "H", "H", "H", "H", "H", "H", "H", "H", "H", "H", "H"],
  "positions_angstrom": [[-1.097223, -2.170406, 2.006784], [-1.807052, -1.301468, 1.554164], [-1.990608, 0.065198, 2.209330], [-2.127904, 1.096909, 1.200485], [-1.110955, 1.987956, 1.047888], [-0.236588, 2.101385, 1.883827], [-1.076398, 2.785930, -0.242386], [0.594632, 2.557994, -0.942782], [0.581206, 0.816946, -0.891534], [-0.455736, 0.052405, -1.085861], [-0.046251, -1.221973, -0.949342], [1.232325, -1.224358, -0.685705], [2.055504, -2.400034, -0.428559], [1.523864, -3.451940, 0.516352], [1.580930, -3.732575, -0.944707], [1.695719, 0.067467, -0.635231], [2.973829, 0.550841, -0.288434], [4.075905, 0.228287, -1.068912], [5.323788, 0.705335, -0.709774], [5.467294, 1.502645, 0.413332], [4.361466, 1.827172, 1.181865], [3.109069, 1.352276, 0.838467], [-3.160780, 0.848465, 0.278261], [-3.990185, 1.845106, -0.215274], [-4.978101, 1.531193, -1.133452], [-5.142667, 0.222947, -1.557348], [-4.342650, -0.782275, -1.044720], [-3.358197, -0.481315, -0.113251], [-2.563810, -1.472315, 0.444491], [-2.885787, 0.037281, 2.842647], [-1.120522, 0.293351, 2.828215], [-1.172307, 3.853148, -0.048297], [-1.796771, 2.448374, -0.981903], [3.119312, -2.199346, -0.407670], [2.239735, -3.935348, 1.163670], [0.565437, -3.264079, 0.973916], [2.325590, -4.420162, -1.316710], [0.654645, -3.730272, -1.496917], [3.949587, -0.380666, -1.952418], [6.183953, 0.456786, -1.313212], [6.443203, 1.874086, 0.687574], [4.472094, 2.451017, 2.055457], [2.240533, 1.598709, 1.431317], [-3.860851, 2.861713, 0.124460], [-5.617210, 2.310989, -1.517268], [-5.903683, -0.017109, -2.283586], [-4.471380, -1.804528, -1.366383], [-2.456020, -2.341747, -0.060865]],
  "forces_ev_per_angstrom": [[0.129, -0.088, 0.187], [-0.108, 0.266, 0.254], [0.255, -0.122, 0.381], [-0.246, -0.191, 0.256], [-0.082, 0.218, 0.008], [0.137, 0.091, 0.120], [0.499, -0.238, -0.288], [-0.128, 0.397, -0.143], [-0.037, 0.207, -0.173], [-0.058, 0.966, -0.146], [0.418, -1.112, -0.015], [-0.069, 0.107, -0.057], [0.255, -0.114, 0.060], [0.025, -0.097, 0.160], [0.070, -0.101, -0.085], [-0.803, -0.264, -0.175], [0.623, 0.148, 0.212], [-0.175, 0.051, 0.020], [0.083, -0.029, -0.014], [0.071, 0.025, -0.004], [0.021, 0.025, 0.000], [-0.028, -0.126, -0.022], [-0.339, -0.057, -0.325], [-0.058, -0.251, 0.076], [-0.004, 0.108, -0.072], [0.047, 0.006, -0.010], [0.063, 0.060, 0.096], [-0.204, 0.458, -0.022], [-0.188, -0.375, -0.281], [0.092, -0.030, -0.046], [-0.198, -0.138, -0.137], [-0.057, -0.024, 0.021], [0.040, 0.135, 0.130], [-0.047, -0.136, 0.002], [0.114, -0.036, -0.018], [-0.082, 0.086, -0.058], [0.091, -0.002, 0.018], [-0.102, 0.072, -0.012], [-0.036, -0.047, -0.064], [0.068, -0.016, -0.043], [0.081, 0.032, 0.024], [0.009, 0.053, 0.082], [-0.123, 0.002, 0.030], [0.014, 0.084, 0.063], [-0.062, 0.069, -0.038], [-0.072, -0.036, -0.058], [-0.027, -0.134, -0.014], [0.129, 0.101, 0.118]]
}

***

Record 2
{
  "formula": "CH4N2O",
  "method": "wB97M-V/def2-TZVPD",
  "smiles": "N=C=O.N",
  "de_lowest_kcal_mol": 23.8,
  "charge": 0,
  "orbital_gap_ha": 0.3731,
  "energy_ev": -6129.4745,
  "homo_ev": -9.62,
  "elements": ["N", "C", "O", "H", "N", "H", "H", "H"],
  "positions_angstrom": [[2.659975, -0.281395, 0.140470], [1.543300, 0.081291, -0.062584], [0.523079, 0.617359, -0.140315], [3.178898, -1.105725, -0.059437], [-2.245208, 0.160377, 0.107481], [-2.139716, 0.038257, -0.890577], [-1.697490, -0.559111, 0.562098], [-1.822837, 1.048949, 0.342863]],
  "forces_ev_per_angstrom": [[1.000, -0.235, 0.187], [0.210, 0.303, 0.254], [-0.784, 0.281, -0.332], [-0.020, -0.286, -0.140], [-0.528, -0.033, 0.145], [0.066, -0.014, -0.018], [0.017, 0.067, -0.064], [0.039, -0.083, -0.031]]
}

***

> What is the formula in the second record?

CH4N2O